Density functional theory data (ωB97M-V with the def2-TZVPD basis set) for a structure of composition C3H13N2O2Zr.

The calculation puts the HOMO energy at -13.5 eV. As for the charge: +1. The electronic energy comes out at -11672.310 eV. The calculation puts the energy relative to the best compared isomer or geometry (same formula, charge and spin) at 0.0000 eV.

Each line ends with the Löwdin charge.
Positions of all 21 atoms, in Å:
Zr1 -0.43 -1.18 0.58  1.5951
O1 0.25 0.95 -0.37  -0.1554
O2 1.17 0.10 1.40  -0.1850
N1 -2.35 0.56 0.78  -0.0086
N2 -1.34 -0.97 -1.74  -0.0040
C1 1.95 2.32 0.68  0.0313
C2 1.32 -1.92 -0.39  -0.3156
C3 1.12 1.08 0.56  -0.6241
H1 1.00 -2.95 -0.69  0.0189
H2 2.05 -2.05 0.47  0.0447
H3 -3.21 0.29 0.32  0.0585
H4 2.82 2.16 1.32  0.0983
H5 -0.65 -1.33 -2.41  0.0753
H6 1.39 3.18 1.06  0.1053
H7 -2.04 1.42 0.33  0.0564
H8 -0.77 -2.33 1.91  -0.1466
H9 -2.21 -1.44 -2.01  0.0757
H10 -2.62 0.82 1.72  0.0710
H11 1.74 -1.27 -1.20  0.0416
H12 -1.45 0.01 -1.98  0.0622
H13 2.26 2.56 -0.35  0.1049

Density functional theory data (ωB97M-V with the def2-TZVPD basis set) for a cluster of 4 separate species, C3H13N3O2 in total.

The calculation puts the HOMO energy at -9.3 eV. The electronic energy comes out at -11881.151 eV. The calculation puts the energy relative to the best compared isomer or geometry (same formula, charge and spin) at 6.5748 eV.

Each line ends with the Löwdin charge.
Positions of all 21 atoms, in Å:
O1 -0.41 -0.75 1.90  -0.0608
O2 -1.05 1.88 1.59  -0.0420
N1 0.86 -2.21 -1.27  -0.0509
N2 2.24 -0.86 -0.04  0.0026
N3 1.21 -0.95 -1.04  -0.2681
C1 -0.81 -0.28 0.65  -0.2833
C2 -0.96 1.77 -0.85  -0.0420
C3 -0.45 1.20 0.46  -0.4279
H1 -0.72 2.83 -0.93  0.0806
H2 0.29 -0.50 -0.47  0.0506
H3 -0.65 2.75 1.68  0.0982
H4 2.31 -1.75 0.45  0.0735
H5 -0.52 -0.02 2.53  0.0884
H6 -1.89 -0.37 0.51  0.1164
H7 -0.23 -2.37 -0.44  0.1044
H8 -0.50 1.26 -1.70  0.0776
H9 0.31 -2.21 -2.13  0.0679
H10 0.64 1.30 0.53  0.1341
H11 -0.74 -1.70 0.01  0.1294
H12 -2.04 1.66 -0.91  0.0854
H13 3.11 -0.68 -0.53  0.0659